{"formula": "C32H51BaN4OP2S", "method": "ωB97M-V/def2-TZVPD", "relative_energy_kj_mol": 307.8, "lumo_ev": [-2.67, -2.66], "charge": 1, "e_homo_ev": [-7.4, -6.2], "species": ["C", "C", "C", "C", "C", "H", "H", "H", "N", "P", "P", "C", "H", "H", "C", "H", "C", "C", "C", "C", "C", "H", "H", "H", "C", "H", "H", "H", "C", "H", "H", "H", "C", "H", "H", "H", "C", "H", "H", "H", "C", "H", "H", "H", "C", "H", "H", "H", "C", "H", "H", "H", "C", "H", "H", "H", "C", "H", "H", "H", "C", "H", "H", "H", "C", "H", "H", "H", "Ba", "C", "O", "N", "C", "C", "C", "C", "C", "H", "C", "H", "C", "H", "H", "H", "N", "C", "N", "S", "H", "H", "H", "H"], "positions_angstrom": [[-1.7243, -1.1622, -2.4365], [0.5686, -1.4610, -2.2098], [-1.8087, -2.1546, -3.4202], [0.5343, -2.5924, -3.0331], [-0.6622, -2.9237, -3.6772], [-2.7535, -2.3135, -3.9498], [1.4781, -3.0958, -3.2380], [-0.6805, -3.7586, -4.3858], [-0.5815, -0.9130, -1.7665], [-3.0734, 0.0673, -0.2895], [3.0191, -0.2138, -0.7671], [-2.8629, -0.1930, -2.1236], [-2.5952, 0.7928, -2.5390], [-3.7985, -0.4983, -2.6090], [1.8170, -0.6010, -2.1773], [2.4193, -0.8844, -3.0350], [4.4782, 0.4742, -1.6871], [3.5123, -1.0614, 0.8878], [-3.9843, 1.7284, -0.2307], [-4.0893, -1.4658, 0.1742], [4.6474, 1.9419, -1.2198], [4.8425, 2.0077, -0.1428], [5.4901, 2.3862, -1.7639], [3.7713, 2.5650, -1.4330], [5.7680, -0.3254, -1.4578], [6.1419, -0.3097, -0.4315], [5.6603, -1.3626, -1.8031], [6.5317, 0.1510, -2.0877], [4.3103, 0.4515, -3.2259], [5.1907, 0.9575, -3.6366], [4.3214, -0.5681, -3.6351], [3.4296, 0.9794, -3.6045], [4.4503, -0.1078, 1.6472], [3.9322, 0.8208, 1.9286], [4.7931, -0.6003, 2.5725], [5.3489, 0.1476, 1.0740], [2.3142, -1.4162, 1.8031], [1.9090, -0.5285, 2.3290], [1.5268, -1.9794, 1.2682], [2.6668, -2.0901, 2.6012], [4.2332, -2.3793, 0.5373], [5.1780, -2.2231, 0.0064], [4.4699, -2.9098, 1.4725], [3.5918, -3.0307, -0.0723], [-4.8157, -1.2341, 1.5115], [-5.3025, -2.1765, 1.8124], [-4.1185, -0.9482, 2.3130], [-5.6021, -0.4696, 1.4352], [-3.0958, -2.6390, 0.3357], [-2.5351, -2.8297, -0.5897], [-2.3769, -2.4724, 1.1553], [-3.6695, -3.5494, 0.5750], [-5.1014, -1.8273, -0.9194], [-5.7509, -2.6348, -0.5461], [-5.7471, -0.9816, -1.1865], [-4.6089, -2.2028, -1.8259], [-3.1623, 2.7738, -1.0184], [-3.2162, 2.6116, -2.1028], [-3.5862, 3.7689, -0.8163], [-2.0995, 2.8031, -0.7227], [-4.1031, 2.1859, 1.2368], [-3.1175, 2.3153, 1.7114], [-4.6168, 3.1590, 1.2531], [-4.6886, 1.4854, 1.8465], [-5.3737, 1.5747, -0.8537], [-5.3282, 1.2186, -1.8922], [-6.0203, 0.9089, -0.2670], [-5.8565, 2.5637, -0.8685], [-0.0576, 0.3063, 0.7193], [-0.9602, -2.0139, 3.1310], [-1.3815, -2.4775, 4.0897], [1.9495, 1.2118, -0.8056], [1.5308, 0.8124, -2.0332], [1.0607, 1.6287, -3.1578], [0.7818, 3.0073, -3.0280], [1.0481, 1.0693, -4.4679], [0.5820, 3.7946, -4.1675], [0.7487, 3.4450, -2.0261], [0.8820, 1.8749, -5.5937], [1.1972, -0.0001, -4.6187], [0.6718, 3.2449, -5.4517], [0.3503, 4.8554, -4.0668], [0.9200, 1.4386, -6.5909], [0.5615, 3.8842, -6.3284], [-1.4088, 2.6593, 4.3513], [-0.4356, 1.7610, 4.0573], [-0.6045, 0.5201, 4.5807], [0.8463, 2.1206, 2.9987], [-1.9789, 2.5323, 5.1852], [-1.2395, 3.6169, 4.0706], [0.2062, -0.0837, 4.6161], [-1.3149, 0.3518, 5.2932]], "atomic_forces_ev_per_a": [[-0.23, -0.41, -0.75], [1.95, -0.04, -0.56], [-0.96, 1.25, 0.86], [-0.71, -0.18, -0.83], [1.57, -0.89, 0.30], [0.43, 0.07, 0.14], [-0.25, -0.08, -0.23], [-0.06, 0.33, 0.32], [-1.28, 1.27, 1.38], [0.38, -0.07, -0.39], [-0.67, 1.76, -0.30], [0.25, -0.13, -0.07], [0.08, -0.45, 0.09], [0.27, 0.09, 0.16], [-1.29, -3.17, -1.10], [0.06, -0.20, 0.05], [0.77, 0.16, 0.05], [0.15, 0.40, -0.10], [-0.23, -0.76, 0.03], [-0.16, 0.46, 0.05], [0.19, 0.08, -0.19], [0.03, 0.02, -0.21], [0.03, -0.16, 0.17], [0.15, -0.36, 0.02], [0.38, 0.18, -0.18], [-0.03, -0.08, -0.31], [0.08, 0.25, 0.10], [-0.03, -0.22, 0.20], [-0.10, 0.14, -0.13], [-0.08, -0.03, 0.06], [-0.01, 0.22, 0.16], [0.26, -0.10, 0.18], [0.04, 0.01, 0.34], [0.16, -0.21, -0.07], [-0.14, 0.12, -0.18], [-0.43, -0.03, 0.29], [0.02, 0.04, -0.09], [0.21, -0.32, -0.25], [0.22, 0.15, 0.13], [-0.03, 0.21, -0.27], [-0.02, -0.07, -0.09], [-0.36, -0.04, 0.18], [-0.10, 0.14, -0.22], [0.15, 0.09, 0.13], [-0.12, -0.20, -0.06], [0.13, 0.27, -0.03], [-0.12, 0.00, -0.16], [0.25, -0.22, 0.02], [-0.05, 0.04, -0.06], [-0.10, 0.07, 0.22], [-0.28, 0.01, -0.30], [0.16, 0.24, -0.05], [-0.30, -0.30, 0.09], [0.14, 0.17, -0.11], [0.17, -0.30, 0.03], [-0.12, 0.09, 0.27], [-0.14, -0.09, 0.06], [0.06, 0.08, 0.33], [0.11, -0.22, -0.03], [-0.27, -0.06, -0.08], [-0.10, 0.04, -0.14], [-0.18, -0.04, -0.14], [0.13, -0.20, 0.09], [0.17, 0.18, -0.16], [-0.28, 0.63, 0.02], [0.01, 0.05, 0.30], [0.20, 0.17, -0.17], [-0.03, -0.20, -0.06], [-0.49, -0.17, -1.19], [-0.97, -1.11, 2.24], [0.99, 1.02, -2.32], [0.99, -0.84, 2.92], [-1.25, 1.44, -2.27], [0.63, -0.50, 0.58], [-0.03, 0.18, -0.26], [-0.15, 0.16, -0.20], [-0.02, -0.19, 0.22], [0.07, -0.04, -0.35], [-0.03, -0.14, 0.40], [-0.02, 0.23, 0.14], [-0.12, 0.20, 0.19], [0.14, -0.24, 0.07], [-0.01, 0.01, 0.26], [-0.01, -0.20, 0.25], [0.56, -0.18, 0.24], [-0.39, 0.14, -0.04], [0.03, 0.21, 0.34], [-0.33, 0.23, 0.81], [0.16, 0.04, -0.40], [-0.06, -0.21, -0.03], [-0.14, 0.23, -0.04], [0.32, 0.10, -0.33]]}

=====

{"formula": "C32H51N2O8PRuS3Si", "method": "ωB97M-V/def2-TZVPD", "lumo_ev": [2.35, 1.81], "s2": 0.7564, "charge": -1, "multiplicity": 2, "e_homo_ev": [-5.1, -5.2], "species": ["Ru", "O", "C", "C", "C", "C", "C", "C", "C", "O", "N", "N", "C", "C", "C", "C", "C", "C", "C", "O", "H", "H", "H", "H", "H", "H", "H", "H", "H", "H", "C", "C", "C", "C", "O", "Si", "S", "O", "C", "C", "C", "C", "O", "C", "C", "C", "C", "H", "H", "H", "H", "H", "H", "H", "H", "H", "H", "H", "H", "H", "H", "H", "H", "H", "H", "H", "H", "H", "H", "H", "H", "H", "H", "H", "C", "C", "C", "O", "P", "S", "S", "O", "C", "C", "C", "H", "H", "H", "H", "H", "H", "H", "H", "H", "H", "H", "H", "H", "H"], "positions_angstrom": [[0.0385, -0.0838, -0.2724], [0.9229, 3.5327, 2.2935], [-0.1459, 3.3766, 3.0918], [-0.3412, 4.3579, 4.0707], [-1.4019, 4.2726, 4.9451], [-2.2963, 3.2046, 4.8725], [-2.1057, 2.2371, 3.9052], [-1.0428, 2.3016, 3.0039], [-0.9025, 1.2442, 1.9592], [0.0505, 1.4164, 1.0810], [-1.7233, 0.2485, 1.9859], [-1.4946, -0.5921, 0.8658], [-2.4075, -1.3987, 0.5394], [-2.3899, -2.2588, -0.6442], [-3.5315, -3.0230, -0.8753], [-3.6607, -3.8184, -1.9937], [-2.6054, -3.8525, -2.9094], [-1.4622, -3.1186, -2.6952], [-1.3274, -2.3003, -1.5592], [-0.1767, -1.6605, -1.3943], [0.9093, 2.8003, 1.6402], [0.3622, 5.1811, 4.1112], [-1.5387, 5.0461, 5.6932], [-3.1304, 3.1357, 5.5587], [-2.7847, 1.3981, 3.8164], [-3.2810, -1.4144, 1.1882], [-4.3424, -2.9664, -0.1540], [-4.5614, -4.3956, -2.1592], [-2.6852, -4.4637, -3.8014], [-0.6356, -3.1368, -3.3948], [2.8614, 1.0218, -3.4326], [2.2057, 1.7285, -2.2572], [0.8617, 2.2694, -2.6482], [3.0866, 2.8552, -1.7354], [1.9819, 0.7143, -1.1933], [3.0976, -0.0801, -0.2246], [1.8420, -1.1571, 1.0066], [4.1598, -0.9377, -1.1405], [4.1307, -2.2404, -1.7530], [2.7742, -2.5291, -2.3813], [4.4671, -3.2769, -0.6898], [5.2124, -2.2084, -2.8213], [4.0099, 1.0776, 0.4858], [5.1857, 1.0111, 1.3056], [5.1928, 2.2978, 2.1139], [5.1264, -0.1999, 2.2309], [6.4115, 0.9379, 0.4014], [3.0336, 1.7394, -4.2381], [2.2075, 0.2315, -3.8068], [3.8183, 0.5790, -3.1430], [0.9736, 3.0311, -3.4193], [0.3550, 2.7315, -1.8030], [0.2160, 1.4846, -3.0390], [3.0987, 3.6516, -2.4824], [4.1100, 2.5261, -1.5484], [2.6836, 3.2560, -0.8030], [1.9869, -2.5765, -1.6301], [2.8105, -3.4869, -2.9099], [2.5091, -1.7479, -3.0976], [3.7171, -3.2521, 0.1042], [5.4492, -3.0668, -0.2570], [4.4824, -4.2806, -1.1249], [4.9614, -1.4728, -3.5897], [5.3114, -3.1888, -3.2957], [6.1721, -1.9322, -2.3771], [4.2993, 2.3513, 2.7407], [5.1906, 3.1587, 1.4414], [6.0802, 2.3485, 2.7525], [4.2082, -0.1835, 2.8221], [5.9874, -0.1976, 2.9052], [5.1409, -1.1329, 1.6555], [6.4663, 1.8290, -0.2298], [6.3492, 0.0614, -0.2466], [7.3252, 0.8758, 1.0011], [-5.9914, 2.8669, 0.1904], [-4.5027, 2.9022, -0.0764], [-3.8170, 4.0947, 0.5608], [-4.3594, 2.9280, -1.5168], [-2.9673, 2.6324, -2.2914], [-1.9313, 4.2346, -2.6030], [-2.2181, 1.0546, -1.3000], [-3.5756, 2.1106, -3.6881], [-4.3746, 0.9046, -3.7400], [-5.6691, 1.2593, -4.4395], [-3.5793, -0.1698, -4.4484], [-6.1773, 2.7874, 1.2649], [-6.4499, 2.0116, -0.3108], [-6.4656, 3.7803, -0.1808], [-4.0389, 1.9878, 0.2922], [-4.2600, 5.0278, 0.2013], [-2.7543, 4.1082, 0.3139], [-3.9198, 4.0407, 1.6493], [-4.5884, 0.5726, -2.7235], [-5.4674, 1.5921, -5.4613], [-6.1755, 2.0657, -3.9066], [-6.3300, 0.3885, -4.4773], [-3.3102, 0.1668, -5.4539], [-4.1653, -1.0913, -4.5231], [-2.6676, -0.3862, -3.8898]], "atomic_forces_ev_per_a": [[-0.15, 0.46, 0.59], [0.07, -0.04, -0.12], [0.01, 0.10, 0.14], [0.02, -0.04, -0.06], [-0.09, 0.00, 0.08], [0.05, 0.00, -0.05], [-0.11, 0.01, 0.07], [-0.01, -0.21, -0.21], [0.37, 0.75, 0.23], [0.19, 0.04, 0.15], [-0.14, -0.92, -0.68], [0.88, 1.07, 0.56], [-0.68, -0.92, -0.14], [-0.15, 0.48, 0.62], [-0.33, -0.15, -0.07], [0.06, 0.01, -0.02], [-0.14, -0.10, -0.04], [0.08, 0.09, 0.07], [0.71, 0.05, 0.01], [-0.09, -0.19, -0.70], [-0.03, -0.04, -0.01], [-0.03, -0.05, -0.01], [0.00, -0.03, -0.03], [0.01, 0.00, -0.01], [0.03, 0.05, 0.01], [-0.02, -0.12, -0.07], [0.06, -0.01, -0.05], [0.03, 0.01, -0.01], [0.00, 0.01, 0.01], [-0.02, -0.01, 0.01], [0.12, -0.07, -0.04], [0.25, -0.36, 0.13], [-0.21, -0.01, 0.05], [0.05, -0.03, 0.14], [-0.16, 0.23, -0.20], [0.14, 0.10, -0.30], [-0.90, 0.10, -0.21], [0.03, -0.03, 0.06], [-0.05, 0.09, 0.06], [-0.02, 0.00, -0.01], [-0.03, -0.05, 0.09], [0.09, 0.04, -0.09], [0.00, -0.04, -0.01], [-0.12, -0.10, -0.11], [-0.03, 0.09, 0.10], [-0.05, -0.10, -0.02], [0.03, -0.02, -0.07], [-0.01, -0.02, 0.01], [0.01, 0.08, -0.01], [-0.08, 0.07, -0.03], [0.02, 0.01, -0.01], [-0.01, 0.01, 0.02], [-0.05, -0.05, 0.00], [0.02, -0.01, 0.03], [-0.06, 0.00, -0.03], [0.00, -0.01, -0.06], [0.01, 0.01, 0.00], [0.00, 0.05, 0.03], [0.03, -0.11, 0.06], [0.04, -0.02, -0.04], [-0.04, -0.01, -0.02], [0.01, 0.07, 0.03], [0.03, -0.05, 0.04], [-0.01, 0.06, 0.03], [-0.04, -0.02, -0.03], [0.06, 0.01, -0.04], [0.00, -0.04, 0.04], [-0.07, 0.00, -0.05], [0.06, 0.02, -0.02], [-0.05, -0.02, -0.03], [0.02, 0.10, 0.04], [0.00, -0.05, 0.04], [0.00, 0.03, 0.05], [-0.06, 0.02, -0.04], [-0.11, 0.04, -0.01], [0.05, 0.15, -0.19], [0.02, 0.05, 0.03], [-0.08, -0.14, 0.23], [-0.06, 0.20, -0.11], [0.05, 0.10, -0.08], [0.42, -0.57, 0.18], [0.04, -0.09, 0.07], [0.05, 0.13, 0.03], [-0.08, 0.02, -0.06], [0.06, -0.05, -0.07], [0.01, 0.01, -0.06], [0.02, 0.03, 0.04], [0.02, -0.06, 0.03], [0.04, -0.11, -0.02], [0.02, -0.04, 0.02], [-0.04, -0.01, 0.03], [0.00, 0.01, -0.06], [0.00, 0.03, 0.09], [-0.01, -0.02, 0.05], [0.02, -0.04, -0.01], [0.03, 0.04, -0.01], [-0.02, -0.04, 0.04], [0.04, 0.06, 0.00], [-0.03, 0.00, -0.03]]}

=====

Number 1: largest force on an atom 0.070 Eh/bohr. Number 2: largest force on an atom 0.029 Eh/bohr.